DFT (wB97M-V/def2-TZVPD) results for a 2-piece molecular cluster, C5H14O2 overall.

Structure (XYZ):
```
21
Properties=species:S:1:pos:R:3:mulliken_charge:R:1
O -0.818 -2.473 -1.660 -0.530
O 2.366 1.905 1.285 -0.604
C -0.569 -0.378 1.384 -1.223
C 0.352 -1.805 -1.200 -0.687
C -1.101 1.611 -0.045 -1.569
C 0.147 -0.308 -1.042 -0.478
C -0.914 0.095 -0.026 0.812
H -0.097 0.107 -2.026 0.320
H 2.981 2.490 0.817 0.297
H 0.394 0.032 1.698 0.146
H 2.915 1.179 1.598 0.305
H 1.094 0.151 -0.741 0.207
H 1.116 -2.001 -1.948 0.382
H -0.492 -1.462 1.452 0.346
H 0.703 -2.248 -0.263 0.289
H -1.866 1.938 0.659 0.404
H -1.390 1.967 -1.037 0.393
H -1.443 -2.511 -0.930 0.331
H -0.174 2.116 0.223 0.256
H -1.880 -0.342 -0.304 0.189
H -1.322 -0.063 2.105 0.414
```

Results
E_LUMO: 0.63 eV
Net charge: 0
Spin multiplicity: 1
M: 106.2 g mol⁻¹
SMILES string: CC(C)CCO.O
Kohn-Sham gap: 10.734 eV
Relative energy (zero: lowest compared OMol25 entry of this formula, charge and spin): 0.000 eV



DFT (wB97M-V/def2-TZVPD) results for a 2-piece molecular cluster, C40H63O6 overall at a distorted geometry.

Structure (XYZ):
```
109
Properties=species:S:1:pos:R:3:lowdin_spin:R:1
O 5.522 2.368 0.627 0.000
O -0.523 4.964 -3.896 0.308
O -1.308 3.927 -3.631 0.672
O -0.864 6.121 -9.340 0.000
O 3.946 3.603 -0.487 0.000
O -2.282 4.325 -9.416 0.000
C -1.639 5.764 -6.441 0.000
C 6.709 3.145 7.797 0.000
C -4.153 -7.442 2.375 0.000
C -3.826 -5.983 2.557 0.000
C 1.379 6.906 -0.812 0.000
C -1.907 5.358 -8.899 0.000
C -6.216 -8.782 -0.646 0.000
C -6.437 -10.248 -1.021 0.000
C 0.159 -2.458 -0.152 0.000
C -5.227 -7.694 1.351 0.000
C 7.573 4.184 8.493 0.000
C 2.258 6.261 1.491 0.000
C 4.246 3.842 3.631 0.000
C -7.496 -10.422 -2.103 0.000
C 0.532 6.722 -1.858 0.000
C 2.679 -0.845 -1.042 0.000
C 1.475 -2.372 0.589 0.000
C 3.739 0.280 -0.942 0.000
C 6.810 3.198 6.278 0.000
C 2.609 5.165 2.163 0.000
C -0.293 7.236 -4.107 0.000
C 4.420 2.469 0.111 0.000
C 6.042 2.137 4.092 0.000
C -0.863 -3.379 0.520 0.000
C 0.600 7.423 -3.099 -0.003
C -5.166 -8.637 0.412 0.000
C 1.076 6.381 0.562 0.000
C -2.945 -5.268 1.851 0.000
C -2.506 5.998 -7.670 0.000
C -1.924 -2.948 1.201 0.000
C 3.388 1.368 0.070 0.000
C -2.317 6.093 -5.120 0.008
C -1.314 6.173 -3.985 0.008
C 5.469 3.347 3.428 0.000
C -2.876 -3.776 2.050 0.000
C 5.919 2.146 5.624 0.000
C 2.553 -1.679 0.203 0.000
C -7.791 -11.890 -2.382 0.000
C 3.833 5.164 3.037 0.000
C -8.877 -12.071 -3.431 0.000
H -5.928 -8.232 -1.557 0.000
H -0.255 5.968 -1.740 0.000
H 8.633 4.030 8.268 0.000
H 2.035 4.234 2.127 0.000
H 6.200 1.156 6.008 0.000
H -6.867 -12.377 -2.712 0.000
H -2.157 -1.877 1.211 0.000
H 1.694 -0.416 -1.286 0.000
H 6.113 3.826 2.688 0.000
H -3.260 -8.024 2.102 0.000
H -2.652 -3.595 3.120 0.000
H -7.152 -9.934 -3.027 0.000
H -5.490 -10.682 -1.372 0.000
H -4.343 -9.361 0.378 0.000
H 2.303 7.471 -0.943 0.000
H 7.852 3.036 5.963 0.000
H 5.550 1.230 3.712 0.000
H -3.887 -3.354 1.899 0.000
H 3.500 3.312 4.230 0.000
H 4.715 -0.141 -0.657 0.000
H 1.391 8.171 -3.217 0.000
H 0.362 -2.865 -1.158 0.000
H -2.840 7.055 -5.205 0.000
H 3.456 -1.685 0.826 0.000
H 4.696 5.527 2.452 0.000
H -2.263 -5.697 1.113 0.000
H -4.528 -7.776 3.354 0.000
H 7.297 5.198 8.191 0.000
H -1.880 6.314 -3.054 0.004
H -8.421 -9.914 -1.794 0.000
H -3.490 5.549 -7.514 0.000
H -0.325 7.854 -5.008 0.000
H 2.398 1.808 -0.123 0.000
H 4.693 4.230 -0.526 0.000
H -9.818 -11.614 -3.109 0.000
H -6.093 -7.023 1.388 0.000
H -0.650 -4.449 0.402 0.000
H 0.582 5.401 0.465 0.000
H 7.100 2.087 3.802 0.000
H -0.519 5.677 -10.137 0.000
H -1.363 4.698 -6.395 0.000
H 6.995 2.139 8.127 0.000
H -8.582 -11.611 -4.378 0.000
H -7.159 -8.345 -0.277 0.000
H -2.610 7.075 -7.854 0.000
H -0.720 6.360 -6.552 0.000
H -0.263 -1.429 -0.305 0.000
H 7.440 4.106 9.575 0.000
H 6.527 4.198 5.920 0.000
H -6.742 -10.808 -0.124 0.000
H 3.850 0.745 -1.932 0.000
H 3.665 5.885 3.857 0.000
H 1.508 -2.948 1.521 0.000
H 3.389 0.908 1.066 0.000
H 2.861 7.167 1.611 0.000
H -3.065 5.334 -4.868 0.001
H 0.374 7.096 1.034 0.000
H -8.091 -12.376 -1.446 0.000
H -4.400 -5.489 3.346 0.000
H 2.976 -1.478 -1.896 0.000
H 5.659 3.287 8.081 0.000
H 4.874 2.324 5.906 0.000
H -9.060 -13.132 -3.607 0.000
```

Results
E_LUMO (spin up / spin down): 0.49 / -0.82 eV
Net charge: 0
Spin multiplicity: 2
M: 639.9 g mol⁻¹
Kohn-Sham gap (spin up / spin down): 9.115 / 7.786 eV
⟨S²⟩: 0.754



DFT (wB97M-V/def2-TZVPD) results for a 2-piece molecular cluster, C5H8O2 overall at a distorted geometry.

Structure (XYZ):
```
15
Properties=species:S:1:pos:R:3:mulliken_charge:R:1
O -1.828 -2.616 -0.730 -0.174
O 2.665 0.507 0.498 -0.511
C -0.500 0.549 -0.564 -0.140
C -1.880 -2.058 0.258 0.162
C 0.386 -0.001 0.263 -0.086
C 1.771 -0.387 -0.147 -0.453
C -1.833 1.087 -0.141 -1.235
H 1.981 -1.429 0.146 0.283
H 1.857 -0.326 -1.243 0.266
H -0.226 0.694 -1.611 0.245
H -2.170 0.657 0.809 0.325
H -1.723 2.167 -0.005 0.347
H 3.565 0.210 0.318 0.296
H 0.137 -0.138 1.315 0.342
H -2.611 0.927 -0.896 0.335
```

Results
E_LUMO: 0.97 eV
Net charge: 0
Spin multiplicity: 1
M: 100.1 g mol⁻¹
Kohn-Sham gap: 10.483 eV
Relative energy (zero: lowest compared OMol25 entry of this formula, charge and spin): 1.433 eV



DFT (wB97M-V/def2-TZVPD) results for a 2-piece molecular cluster, C4H6O overall at a distorted geometry.

Structure (XYZ):
```
11
Properties=species:S:1:pos:R:3:mulliken_charge:R:1
O 0.529 0.169 -1.218 -0.361
C 1.046 -0.587 -0.192 -0.384
C -0.055 -0.820 0.760 -0.332
C -1.056 0.017 0.471 -0.286
C -0.693 0.781 -0.770 -0.301
H -0.522 1.853 -0.580 0.222
H 2.051 0.080 0.640 0.063
H 0.014 -1.497 1.597 0.395
H 2.085 -0.872 -0.172 0.362
H -1.965 0.186 1.037 0.383
H -1.435 0.690 -1.574 0.240
```

Results
E_LUMO: 0.95 eV
Net charge: 0
Spin multiplicity: 1
M: 70.1 g mol⁻¹
Kohn-Sham gap: 9.015 eV
Relative energy (zero: lowest compared OMol25 entry of this formula, charge and spin): 2.978 eV



DFT (wB97M-V/def2-TZVPD) results for C38H41GeIrN2O6Se2 as an isolated structure.

Structure (XYZ):
```
91
Properties=species:S:1:pos:R:3:lowdin_spin:R:1
Ir -0.226 0.248 -0.264 0.092
Se -0.748 1.470 -2.176 0.033
Se -2.068 -1.282 -0.444 0.647
Ge -1.859 -3.211 4.049 0.000
O 6.295 2.641 0.606 0.000
O -0.033 0.251 1.797 0.000
O -1.579 -1.482 -3.278 0.049
O -5.385 1.344 -2.492 0.001
O 5.548 -3.267 1.060 0.000
O -0.837 -1.817 1.978 0.029
N 1.199 -1.210 -0.008 -0.003
N 1.489 1.408 -0.054 0.000
C -0.372 -0.800 2.479 0.004
C 2.442 -0.753 0.240 0.000
C 3.812 1.356 0.441 0.000
C -0.804 -5.260 2.211 0.000
C -3.714 -5.482 7.800 0.000
C -4.785 0.387 -3.344 0.002
C 1.526 2.744 -0.060 0.002
C -1.101 -1.551 4.801 0.000
C -4.167 -3.942 2.405 0.000
C 5.159 3.467 0.709 0.000
C -3.396 -2.883 2.878 0.005
C 3.866 2.742 0.423 0.002
C -3.381 0.053 -2.805 0.015
C 1.704 -5.394 3.383 0.000
C -3.765 -3.689 6.202 0.000
C -4.315 -4.335 7.299 0.000
C 2.692 3.443 0.173 -0.001
C -0.511 -4.407 3.276 0.000
C -3.585 -0.509 -1.391 0.054
C -5.279 -3.721 1.600 0.003
C -0.124 -0.719 3.967 0.002
C 1.973 -3.440 0.241 0.000
C 1.385 -6.256 2.343 0.000
C -2.607 -4.170 5.589 0.000
C 3.483 -1.623 0.515 0.000
C -5.662 -2.426 1.285 0.000
C -2.567 -5.977 7.200 0.000
C 0.129 -6.181 1.752 0.000
C -2.807 -0.973 -3.776 0.002
C -2.020 -5.325 6.102 0.000
C -3.802 -1.586 2.557 0.017
C -4.927 -1.355 1.777 0.013
C 2.609 0.715 0.212 0.001
C 3.253 -2.989 0.530 0.000
C 0.760 -4.483 3.844 0.000
C 0.974 -2.529 -0.015 0.004
C -2.605 1.369 -2.772 0.003
C 4.340 -3.967 0.864 0.000
H -2.654 -0.493 -4.749 0.002
H -5.214 -3.947 7.761 0.000
H -0.130 -6.854 0.944 0.000
H -4.256 -2.803 5.811 0.000
H 4.034 -4.512 1.766 0.000
H 2.104 -6.990 2.001 0.000
H 6.244 -3.887 1.295 0.000
H -0.626 -1.844 5.739 0.000
H 0.591 3.242 -0.268 0.000
H -5.860 -4.561 1.240 0.000
H -2.099 -6.875 7.584 0.000
H -4.296 -1.337 -1.412 0.000
H -6.543 -2.249 0.681 0.000
H 1.019 -3.841 4.679 0.000
H -1.778 -5.218 1.738 0.000
H 5.125 3.824 1.741 0.000
H 2.677 4.524 0.154 0.000
H -3.531 -1.786 -3.906 0.000
H -5.380 -0.534 -3.376 0.000
H -6.228 1.618 -2.863 0.000
H -1.239 -2.142 -3.891 0.000
H -0.116 0.328 4.270 0.000
H 4.473 -1.253 0.731 0.000
H 4.718 0.805 0.642 0.000
H 1.723 -4.492 0.252 0.000
H 2.676 -5.449 3.859 0.000
H -1.126 -5.729 5.640 0.000
H 4.421 -4.695 0.049 0.000
H -4.143 -5.990 8.654 0.000
H -3.238 -0.736 2.926 0.000
H -0.035 -2.859 -0.199 0.005
H -4.692 0.772 -4.366 0.001
H -3.914 -4.961 2.679 0.000
H -5.239 -0.339 1.564 0.000
H 0.899 -1.084 4.105 0.000
H -1.959 -0.941 5.098 0.000
H 5.233 4.350 0.068 0.000
H -2.594 1.811 -3.770 0.000
H -3.130 2.058 -2.116 0.001
H 6.575 2.591 -0.314 0.000
H -4.003 0.274 -0.759 0.011
```

Results
E_LUMO (spin up / spin down): -3.27 / -4.15 eV
Net charge: +1
Spin multiplicity: 2
M: 1044.5 g mol⁻¹
Kohn-Sham gap (spin up / spin down): 7.249 / 6.374 eV
Relative energy (zero: lowest compared OMol25 entry of this formula, charge and spin): 0.250 eV
⟨S²⟩: 0.756



DFT (wB97M-V/def2-TZVPD) results for one molecule with the formula C24H35N5O6S.

Structure (XYZ):
```
71
Properties=species:S:1:pos:R:3:mulliken_charge:R:1
S -1.022 -1.113 -1.654 1.543
O 0.429 -1.148 -1.606 -0.774
O 0.111 -0.672 4.091 -0.668
O 0.365 3.344 3.330 -0.718
O -1.607 -0.421 -2.763 -0.778
O -2.670 1.462 3.392 -0.532
O 1.588 4.861 -0.741 -0.638
N 2.308 0.393 0.134 -0.367
N 1.820 2.624 -0.354 0.322
N -1.707 -2.629 -1.592 0.179
N 0.943 4.046 1.261 0.022
N 1.312 0.716 2.769 0.779
C -2.072 -3.186 -2.880 -1.165
C 2.500 0.544 3.601 -0.577
C -3.088 0.854 1.211 -1.208
C 1.316 1.781 1.820 -0.207
C 1.455 3.917 0.000 0.342
C -2.198 0.849 2.304 1.128
C -0.862 -3.502 -3.765 -0.179
C -1.132 -3.522 -0.613 -0.473
C -1.901 1.546 4.581 -0.530
C 0.835 3.066 2.242 0.044
C 0.195 2.986 -2.962 -0.914
C -1.553 -0.368 -0.127 0.429
C 1.322 1.973 -2.724 0.916
C -1.006 2.773 -2.046 -0.486
C -0.244 -4.888 -3.549 -0.770
C 2.356 2.446 -1.698 -1.738
C -0.946 0.236 2.141 -0.129
C -0.671 -0.386 0.928 -0.477
C 0.121 -4.276 -1.069 -0.346
C -2.777 0.268 0.007 -0.721
C 2.454 1.384 4.872 -1.172
C -0.197 -5.367 -2.094 -0.829
C 1.780 1.586 0.536 0.042
C 0.168 0.085 3.142 -0.789
H 0.261 -0.912 0.798 0.823
H 1.868 1.819 -3.657 0.428
H 1.632 1.051 5.500 0.257
H 0.841 -3.564 -1.473 0.151
H -0.120 -2.723 -3.578 0.140
H -1.440 1.793 -2.230 0.027
H 0.770 -4.867 -3.953 0.344
H -0.807 -5.624 -4.127 0.300
H 2.732 3.426 -2.002 0.587
H 0.646 4.980 1.523 0.295
H 2.553 -0.515 3.869 0.415
H 3.385 1.272 5.421 0.441
H -1.153 -5.823 -1.826 0.291
H 0.558 -6.153 -2.026 0.389
H 2.267 -0.319 0.849 0.547
H 2.304 2.433 4.636 0.255
H 3.192 1.746 -1.641 0.503
H -0.151 2.889 -3.992 0.467
H -0.986 2.119 4.413 0.129
H 0.583 3.998 -2.833 0.339
H 3.368 0.811 2.993 0.416
H -0.732 2.836 -0.994 0.001
H 2.034 0.045 -0.778 0.069
H -0.902 -2.909 0.260 -0.050
H -1.658 0.555 4.969 0.278
H -4.035 1.349 1.358 0.485
H -1.908 -4.240 -0.324 0.537
H -3.456 0.297 -0.829 0.524
H -2.534 2.075 5.290 0.325
H -1.762 3.529 -2.241 0.456
H -1.158 -3.417 -4.812 0.501
H -2.687 -4.072 -2.708 0.523
H 0.562 -4.738 -0.183 0.460
H 0.887 1.015 -2.436 -0.667
H -2.681 -2.421 -3.364 0.452
```

Results
E_LUMO: 0.54 eV
Net charge: 0
Spin multiplicity: 1
M: 521.6 g mol⁻¹
SMILES string: CCCCn1c(N)c(N(CC)C(=O)c2cc(S(=O)(=O)N3CCCCCC3)ccc2OC)c(=O)[nH]c1=O
Kohn-Sham gap: 9.160 eV
Relative energy (zero: lowest compared OMol25 entry of this formula, charge and spin): 0.171 eV